Run P
Entry from the OMol25 dataset: 2 unconnected molecules or ions with the total composition C4H8O4 (wB97M-V/def2-TZVPD).

Summary:
**HOMO-LUMO gap**: 9.3 eV
**Total charge**: 0
**E_LUMO**: 0.52 eV

Last column: Löwdin charge in e.
Atoms and positions in Å:
C (1.574, 1.147, -0.639)  -0.0968
C (-0.613, 0.385, -1.108)  -0.2763
C (-0.257, -0.626, -1.901)  0.0178
O (0.183, 1.341, -0.559)  -0.1415
H (-1.651, 0.650, -0.955)  0.1236
H (2.029, 1.973, -0.096)  0.0913
H (1.911, 1.143, -1.679)  0.0917
H (1.809, 0.173, -0.101)  0.0901
H (0.766, -0.907, -2.070)  0.0560
H (-1.012, -1.251, -2.340)  0.0534
C (-0.328, -1.044, 1.205)  -0.3319
O (-0.768, 0.048, 1.860)  -0.0357
O (-1.798, -0.295, 2.775)  0.0147
O (0.829, -1.165, 0.902)  0.0671
H (-1.601, 0.281, 3.530)  0.1177
H (-1.075, -1.854, 1.177)  0.1589



Run Q
Entry from the OMol25 dataset: a single C4H8O4 molecule (wB97M-V/def2-TZVPD).

Summary:
**HOMO-LUMO gap**: 11.5 eV
**Total charge**: 0
**E_LUMO**: 0.71 eV

Last column: Löwdin charge in e.
Atoms and positions in Å:
C (2.950, 0.655, 0.736)  -0.1280
C (0.973, -0.265, 0.161)  -0.5608
C (-1.306, -0.754, -0.061)  -0.1649
C (-2.406, -0.495, -1.028)  -0.1731
H (2.593, 1.045, 1.804)  0.1090
H (3.470, 1.735, 0.542)  0.1165
H (3.775, -0.189, 1.149)  0.1488
H (-1.710, -0.575, 1.031)  0.1724
H (-0.964, -1.785, -0.072)  0.1163
H (-3.251, -1.315, -1.282)  0.1542
H (-1.891, -0.304, -2.202)  0.1824
H (-2.338, 1.481, -0.833)  0.0590
O (1.982, 0.508, -0.362)  -0.0240
O (1.153, -0.696, 1.306)  0.0698
O (-0.131, 0.123, -0.480)  0.0355
O (-2.899, 0.832, -0.408)  -0.1130



Most stable pick: run Q. Distance to second place: 0.762 eV.



Run P
Entry from the OMol25 dataset: 3 unconnected molecules or ions with the total composition C6H14NO (wB97M-V/def2-TZVPD).

Summary:
**HOMO-LUMO gap**: 4.4 eV
**Total charge**: +1
**E_LUMO**: -8.11 eV

Last column: Löwdin charge in e.
Atoms and positions in Å:
C (0.635, -0.976, 1.632)  -0.0876
C (-0.822, -0.460, 1.424)  -0.2582
C (-1.054, 1.048, 1.528)  -0.1245
C (0.019, 1.530, 0.618)  0.1688
C (-0.109, 1.099, -0.746)  -0.2032
N (0.795, 1.349, -1.655)  0.1393
C (0.779, 0.579, -2.862)  -0.0454
H (1.212, -0.682, 0.758)  0.0527
H (0.448, -2.011, 1.252)  0.0871
H (1.129, -0.755, 2.576)  0.1031
H (-1.395, -0.892, 2.245)  0.1398
H (-1.142, -0.917, 0.470)  0.0933
H (-0.754, 1.320, 2.545)  0.1367
H (-2.065, 1.431, 1.361)  0.1620
H (0.581, 2.437, 0.832)  0.1668
H (-1.125, 0.750, -1.030)  0.1820
H (1.741, 0.050, -2.898)  0.1349
H (0.734, 1.248, -3.727)  0.1217
H (-0.045, -0.147, -2.919)  0.1021
H (-0.005, -0.565, -0.291)  0.3069
H (0.267, -3.199, -0.547)  -0.0021
O (0.178, -2.237, -0.566)  -0.3763



Run Q
Entry from the OMol25 dataset: 2 unconnected molecules or ions with the total composition C6H14NO (wB97M-V/def2-TZVPD).

Summary:
**HOMO-LUMO gap**: 3.6 eV
**Total charge**: +1
**E_LUMO**: -8.51 eV

Last column: Löwdin charge in e.
Atoms and positions in Å:
O (1.415, -0.131, 0.716)  0.1662
C (0.873, -1.185, 0.570)  -0.1556
C (-0.610, -1.266, 0.382)  0.1997
C (-1.526, -0.252, 0.727)  -0.1210
C (-1.298, 1.181, 0.078)  -0.1355
C (-0.859, 1.082, -1.380)  -0.2405
C (-1.941, 0.439, -2.234)  -0.0887
N (4.488, -0.239, 2.073)  0.0238
H (1.436, -2.132, 0.547)  0.1526
H (-1.035, -2.256, 0.256)  0.1537
H (4.322, -1.095, 2.576)  0.0001
H (-2.544, -0.599, 0.526)  0.1401
H (-1.539, -0.117, 1.826)  0.2025
H (-0.495, 1.657, 0.641)  0.1161
H (-2.246, 1.708, 0.144)  0.1284
H (0.039, 0.452, -1.405)  0.1014
H (-0.681, 2.103, -1.707)  0.1275
H (-1.818, 0.586, -3.307)  0.0863
H (-1.917, -0.659, -2.169)  0.0771
H (-2.926, 0.834, -2.001)  0.0858
H (5.228, -0.293, 1.389)  0.0123
H (3.637, 0.184, 1.754)  -0.0323



Most stable pick: run Q. Distance to second place: 6.294 eV.



Run P
Entry from the OMol25 dataset: a molecular structure, C6H14NO (wB97M-V/def2-TZVPD).

Summary:
**HOMO-LUMO gap**: 5.2 eV
**Total charge**: +1
**E_LUMO**: -7.72 eV

Last column: Löwdin charge in e.
Atoms and positions in Å:
C (-0.969, 1.719, -0.585)  0.0845
C (-0.864, 2.286, 0.806)  0.0173
C (-0.336, 0.794, 0.686)  -0.3260
C (1.044, 0.535, 0.337)  0.0368
C (-1.120, -1.405, 0.870)  0.1220
C (-1.197, -0.165, 1.350)  -0.0856
N (2.434, -2.366, -0.912)  0.0266
H (-1.869, 1.327, -1.052)  0.1354
H (-0.425, 2.191, -1.394)  0.1287
H (-1.820, 2.380, 1.302)  0.1272
H (-0.001, 2.736, 1.294)  0.1395
H (1.781, 1.334, 0.400)  0.1456
H (1.375, -0.343, 0.903)  0.1293
H (-0.396, -1.498, 0.034)  0.0677
H (-1.582, -2.319, 1.253)  0.1005
H (-2.023, 0.244, 1.915)  0.1264
H (2.185, -3.343, -0.850)  0.0206
H (1.892, -1.698, -1.447)  -0.0233
H (3.374, -2.454, -1.293)  0.0231
H (1.043, 0.053, -0.751)  0.0800
H (-0.081, -0.440, -2.386)  0.0885
O (0.040, -0.437, -1.423)  -0.1647



Run Q
Entry from the OMol25 dataset: a gas-phase ion, C6H14NO (charge +1) (wB97M-V/def2-TZVPD).

Summary:
**HOMO-LUMO gap**: 8.9 eV
**Total charge**: +1
**E_LUMO**: -6.47 eV

Last column: Löwdin charge in e.
Atoms and positions in Å:
C (2.345, 1.234, -0.182)  -0.0620
C (0.434, -1.057, 1.316)  0.0163
C (0.713, -1.376, -1.125)  0.0332
C (-3.308, 0.383, -0.002)  -0.0009
C (0.842, 1.075, -0.132)  -0.1773
C (0.238, -0.338, -0.051)  -0.4865
N (-1.967, 0.594, -0.011)  0.1335
O (-1.223, -0.418, -0.073)  0.0293
H (2.774, 0.867, 0.696)  0.0633
H (2.777, 0.695, -0.974)  0.0710
H (2.613, 2.256, -0.223)  0.0829
H (0.149, -2.033, 1.462)  0.0639
H (1.592, -0.846, 1.416)  0.1469
H (-0.035, -0.455, 2.086)  0.0936
H (0.569, -1.163, -2.157)  0.0826
H (-0.101, -2.137, -0.798)  0.1300
H (1.717, -1.639, -0.956)  0.0830
H (-3.618, -0.738, 0.115)  0.1743
H (-3.581, 0.865, -0.850)  0.0966
H (-3.721, 1.130, 0.690)  0.1462
H (0.194, 1.403, -1.018)  0.1434
H (0.595, 1.698, 0.771)  0.1364



Most stable pick: run Q. Distance to second place: 3.210 eV.